100
Properties=species:S:1:pos:R:3:lowdin_charge:R:1 method="wB97M-V/def2-TZVPD" multiplicity=4 lumo_ev="-0.05 / -1.14"
Re -0.42492 -0.24333 -0.58127 1.394
Br 3.72485 2.19521 -6.33484 0.729
Cl 0.08556 4.77832 -2.26876 0.655
Cl -0.92333 5.44214 0.37022 0.643
Cl 1.85297 4.67916 0.02628 0.673
S 1.78212 -0.09884 0.36838 0.439
Si 1.47456 0.28901 2.42196 -0.090
O 0.69795 0.33180 -2.25355 -0.246
O 2.05450 -0.90260 3.37206 -0.157
O 2.20425 1.68491 2.87385 -0.156
O -0.14748 0.53324 2.57237 -0.191
O -1.34859 0.06172 -3.04273 0.012
N -0.47794 1.95036 -0.19160 0.117
N -2.21350 -0.43264 -0.18438 -0.099
C 3.35896 -2.66712 2.37064 -0.034
C 0.39838 0.43856 -4.61162 -0.127
C -5.58309 -0.44413 -1.30215 -0.032
C -3.98783 -1.22826 1.20773 -0.199
C -4.94365 -2.68652 3.37581 -0.078
C 0.21129 4.44787 -0.54432 -1.619
C 3.73182 1.40668 4.73138 -0.022
C -0.15351 0.25887 -3.23649 -0.589
C 2.37810 -2.84533 4.66184 -0.027
C 2.16049 -2.33325 3.24713 -0.637
C -0.93320 0.94728 3.71076 -0.625
C 0.87958 -2.91185 2.65740 -0.026
C -2.37766 0.87267 3.25223 -0.021
C -1.32075 -4.35584 -1.83353 -0.095
C -4.93995 2.06548 -2.30383 -0.069
C 3.63718 3.49217 3.36801 -0.031
C -0.57398 2.37610 4.10032 -0.023
C -4.39335 0.17136 -0.92028 -0.171
C 1.06585 -4.20881 -1.71584 -0.094
C -0.28208 -2.26269 -1.12882 -0.329
C 0.16882 0.17488 -6.98522 -0.065
C -0.16542 3.03750 -0.34068 -0.303
C -0.32494 -0.01891 -5.70464 -0.011
C -5.65358 -1.58820 2.90901 -0.071
C -0.69780 -0.00276 4.87796 -0.020
C -1.41569 -3.03253 -1.42497 -0.132
C -6.44520 0.19309 -2.18106 -0.074
C 4.54623 1.38766 2.35655 -0.030
C 3.53356 1.97601 3.33075 -0.641
C -3.46295 -0.48560 0.03184 -0.270
C -3.74514 -3.04731 2.77090 -0.066
C -3.26266 -2.31478 1.69886 -0.032
C 2.08188 1.28472 -6.07660 -0.679
C -0.07689 -4.95497 -1.97068 -0.100
C -6.13110 1.45339 -2.67346 -0.082
C 0.96261 -2.88663 -1.30248 -0.148
C -4.07016 1.42100 -1.43864 -0.026
C 1.37305 0.84048 -7.18075 -0.126
C -5.18163 -0.86451 1.82359 -0.038
C 1.61726 1.08120 -4.79031 -0.064
H -5.32102 -3.25742 4.21472 0.103
H 4.37340 1.77735 1.35173 0.085
H -3.13593 1.88968 -1.14588 0.096
H 2.82482 3.90758 3.96664 0.087
H -2.56574 1.60252 2.46006 0.090
H 0.46491 2.44625 4.41673 0.069
H 4.45199 0.29966 2.31819 0.071
H 1.75764 1.01272 -8.17639 0.099
H 1.53764 -2.56056 5.29751 0.084
H 4.26818 -2.24220 2.80194 0.086
H -2.22223 -4.91793 -2.04704 0.099
H -2.58435 -0.12139 2.85848 0.062
H 4.72567 1.66198 5.10401 0.089
H -3.05776 1.07260 4.08261 0.096
H 0.33914 0.04449 5.21637 0.083
H 3.62092 0.32336 4.72263 0.071
H 0.02802 -2.69062 3.30458 0.076
H 4.58928 3.79779 3.80555 0.089
H 3.48089 -3.74961 2.29699 0.091
H 3.22382 -2.26036 1.36838 0.045
H -6.57758 -1.29439 3.39022 0.104
H 0.00145 -5.99185 -2.27351 0.097
H -0.38563 -0.18825 -7.84068 0.107
H 5.56332 1.63828 2.66429 0.092
H -3.18633 -3.90022 3.13500 0.106
H 2.98666 1.82348 5.41326 0.089
H -0.91226 -1.02915 4.57364 0.080
H -5.73018 -0.00104 1.46774 0.121
H 2.18513 1.41083 -3.93140 0.113
H -0.71248 3.04225 3.24538 0.084
H 2.46886 -3.93325 4.66438 0.090
H -7.36371 -0.29428 -2.48127 0.104
H 2.04509 -4.65859 -1.82770 0.099
H 3.28974 -2.41687 5.08197 0.085
H 0.96943 -3.99482 2.55329 0.096
H -2.39976 -2.58788 -1.35004 0.081
H -4.68688 3.04337 -2.69203 0.104
H 3.56898 3.90321 2.35913 0.054
H 0.68138 -2.49027 1.66936 0.047
H -5.82377 -1.43002 -0.92349 0.120
H -1.35312 0.25690 5.71159 0.092
H -1.21936 2.71141 4.91516 0.092
H -6.81349 1.95672 -3.34614 0.102
H -2.32301 -2.57580 1.22730 0.101
H -1.26822 -0.51918 -5.53062 0.121
H 1.87181 -2.33276 -1.10849 0.049